1.
{"formula": "CH3Br2P", "method": "wB97M-V/def2-TZVPD", "species": ["P", "C", "Br", "Br", "H", "H", "H"], "coordinates": [[1.172, 0.609, 0.226], [-0.486, 0.118, -0.501], [-1.913, 1.279, -0.062], [-1.051, -1.860, -0.016], [1.777, -0.756, 0.361], [0.744, 0.422, 1.617], [-0.243, 0.188, -1.625]], "nbo_charge": [0.32, -0.65, 0.12, -0.03, 0.01, -0.01, 0.24], "relative_energy_kj_mol": 250.5, "smiles": "PC(Br)Br", "e_lumo_ha": -0.0079, "homo_energy_ev": -9.9, "e_tot_ha": -5529.2342}


2.
{"formula": "C24H30N2P2Tl", "method": "wB97M-V/def2-TZVPD", "species": ["C", "C", "C", "C", "C", "C", "C", "C", "C", "C", "C", "C", "C", "H", "H", "H", "H", "H", "H", "H", "N", "Tl", "C", "H", "H", "C", "H", "H", "P", "P", "C", "H", "H", "H", "C", "H", "H", "H", "C", "H", "H", "H", "C", "H", "H", "H", "H", "H", "C", "C", "C", "N", "C", "C", "H", "H", "H", "H", "H"], "coordinates": [[0.575, -4.334, 0.540], [0.058, -3.209, -0.095], [-1.094, -2.565, 0.485], [-1.308, -2.737, 1.878], [-0.778, -3.871, 2.502], [0.115, -4.697, 1.818], [-2.039, -1.637, 2.589], [-3.094, -1.027, 1.708], [-2.807, -0.947, 0.322], [-3.425, 0.111, -0.440], [-4.571, 0.720, 0.069], [-5.014, 0.416, 1.369], [-4.255, -0.415, 2.196], [1.373, -4.901, 0.045], [-1.092, -4.108, 3.522], [0.489, -5.612, 2.273], [-2.440, -1.962, 3.557], [-5.089, 1.471, -0.540], [-5.945, 0.859, 1.725], [-4.565, -0.601, 3.227], [-1.870, -1.738, -0.265], [0.540, 0.827, 1.896], [0.711, -2.538, -1.273], [-0.068, -2.291, -2.011], [1.504, -3.164, -1.715], [-2.729, 0.593, -1.688], [-2.496, -0.286, -2.312], [-3.338, 1.335, -2.231], [1.432, -0.886, -0.734], [-1.067, 1.368, -1.272], [-1.666, 3.075, -0.942], [-0.801, 3.753, -0.926], [-2.367, 3.383, -1.730], [-2.163, 3.092, 0.034], [-0.514, 1.640, -3.001], [-1.211, 2.308, -3.525], [0.482, 2.101, -2.993], [-0.454, 0.677, -3.524], [2.897, -1.544, 0.158], [3.353, -2.335, -0.452], [3.629, -0.739, 0.312], [2.598, -1.960, 1.130], [2.284, -0.436, -2.294], [2.838, 0.498, -2.141], [2.990, -1.232, -2.565], [1.553, -0.294, -3.099], [-1.287, -0.799, 2.817], [-1.235, 1.396, 1.676], [4.717, 3.764, 0.370], [4.637, 2.675, 1.240], [3.519, 1.840, 1.189], [2.490, 2.046, 0.345], [2.564, 3.087, -0.504], [3.660, 3.961, -0.523], [5.572, 4.437, 0.393], [5.418, 2.439, 1.956], [3.422, 0.980, 1.858], [1.712, 3.226, -1.175], [3.651, 4.785, -1.230]], "mulliken_charge": [-0.71, 0.00, 0.64, 0.73, -0.90, -0.58, -0.93, 0.69, 0.44, 0.21, -0.78, -0.53, -1.02, 0.41, 0.44, 0.41, 0.56, 0.39, 0.40, 0.44, -0.32, 0.94, -1.37, 0.39, 0.67, -1.32, 0.41, 0.62, 0.81, 1.02, -1.41, 0.40, 0.45, 0.37, -1.48, 0.48, 0.37, 0.37, -1.38, 0.44, 0.39, 0.34, -1.35, 0.29, 0.47, 0.36, -0.07, -0.08, -0.22, -0.95, 0.05, 0.06, -0.05, -0.92, 0.40, 0.39, 0.47, 0.26, 0.44], "relative_energy_kj_mol": 143.6, "total_charge": 1, "e_lumo_ha": [-0.2005, -0.1530], "homo_energy_ev": [-9.9, -10.9], "e_tot_ha": -1896.9178}


3.
{"formula": "C4H4NO", "method": "wB97M-V/def2-TZVPD", "species": ["C", "C", "C", "C", "N", "O", "H", "H", "H", "H"], "coordinates": [[0.387, -0.680, -0.178], [-0.117, -3.070, -2.268], [-0.494, -0.707, -1.052], [1.026, 0.377, 1.746], [0.880, -0.628, 1.035], [-0.047, -4.123, -2.652], [-1.247, -0.040, -1.404], [-0.583, -1.626, -1.749], [0.733, 1.432, 1.349], [1.422, 0.341, 2.805]], "nbo_charge": [0.56, 0.54, -0.51, 0.10, -0.40, -0.36, 0.34, 0.29, 0.20, 0.24], "relative_energy_kj_mol": 212.0, "total_charge": 1, "e_lumo_ha": -0.2289, "homo_energy_ev": -16.0, "e_tot_ha": -284.3753}


4.
{"formula": "C7H7I", "method": "wB97M-V/def2-TZVPD", "species": ["C", "C", "I", "C", "C", "C", "C", "C", "H", "H", "H", "H", "H", "H", "H"], "coordinates": [[0.748, -1.321, 1.446], [0.631, -0.714, 0.086], [0.745, -2.202, -1.635], [1.498, 0.422, -0.108], [1.238, 1.492, -0.698], [-0.022, 2.009, -1.108], [-1.023, 1.148, -0.780], [-0.933, -0.085, -0.055], [0.627, -0.436, 2.044], [1.667, -1.921, 1.584], [-0.121, -2.008, 1.663], [0.151, 2.793, -1.873], [-2.033, 1.539, -0.977], [-1.382, 0.103, 0.971], [-1.791, -0.818, -0.560]], "nbo_charge": [-0.65, -0.09, 0.02, -0.07, 0.05, -0.30, -0.14, -0.48, 0.23, 0.24, 0.22, 0.24, 0.23, 0.24, 0.26], "relative_energy_kj_mol": 171.5, "smiles": "C[C@]1(I)C#CC=CC1", "e_lumo_ha": -0.0107, "homo_energy_ev": -8.6, "e_tot_ha": -568.4307}


5.
{"formula": "C26H51NO7S5", "method": "wB97M-V/def2-TZVPD", "species": ["C", "C", "C", "C", "C", "C", "C", "C", "C", "C", "C", "C", "C", "C", "C", "O", "N", "C", "O", "H", "H", "H", "H", "H", "H", "H", "H", "H", "H", "H", "H", "H", "H", "H", "H", "H", "H", "H", "H", "H", "C", "S", "O", "C", "H", "H", "H", "H", "H", "H", "C", "S", "O", "C", "H", "H", "H", "H", "H", "H", "C", "S", "O", "C", "H", "H", "H", "H", "H", "H", "C", "S", "O", "C", "H", "H", "H", "H", "H", "H", "C", "S", "O", "C", "H", "H", "H", "H", "H", "H"], "coordinates": [[4.128, -0.276, -1.436], [4.739, 0.508, -2.752], [3.603, 1.127, -3.763], [2.818, 2.451, -3.170], [1.753, 2.130, -1.966], [0.387, 3.084, -2.055], [-0.781, 2.297, -1.214], [-2.291, 2.997, -1.365], [-3.348, 1.744, -1.485], [-3.487, 0.650, -0.228], [-4.543, -0.642, -0.331], [-5.444, -0.880, -1.720], [-5.249, 0.245, -2.896], [-4.255, 1.547, -2.837], [-4.395, 2.417, -4.219], [-3.560, 3.298, -4.802], [-5.765, 1.917, -4.723], [-5.897, 0.415, -4.392], [-6.399, -0.548, -5.194], [4.869, -1.088, -0.988], [3.978, 0.531, -0.600], [3.077, -0.752, -1.678], [5.525, 1.321, -2.400], [5.364, -0.294, -3.361], [2.876, 0.283, -4.146], [4.189, 1.505, -4.727], [3.600, 3.276, -2.855], [2.202, 2.916, -4.077], [1.486, 0.988, -1.924], [2.283, 2.400, -0.948], [0.625, 4.121, -1.566], [0.059, 3.180, -3.189], [-0.890, 1.215, -1.690], [-0.550, 2.131, -0.078], [-2.568, 3.656, -0.425], [-2.393, 3.668, -2.319], [-2.842, 0.780, 0.767], [-4.621, -1.376, 0.598], [-6.177, -1.780, -1.878], [-6.507, 2.292, -4.059], [3.952, -1.511, 2.684], [2.449, -1.886, 1.749], [2.262, -0.794, 0.738], [1.301, -1.569, 3.111], [4.810, -1.607, 2.015], [3.906, -0.490, 3.070], [4.055, -2.220, 3.508], [1.421, -0.544, 3.470], [1.493, -2.276, 3.921], [0.281, -1.707, 2.744], [-5.916, 6.032, -3.869], [-5.492, 6.655, -2.224], [-4.876, 5.522, -1.458], [-7.198, 6.835, -1.651], [-4.991, 5.810, -4.406], [-6.511, 5.120, -3.781], [-6.476, 6.795, -4.415], [-7.713, 5.873, -1.701], [-7.715, 7.571, -2.270], [-7.181, 7.183, -0.615], [1.147, -4.058, -2.155], [2.799, -4.698, -1.788], [3.697, -3.519, -1.552], [3.134, -5.312, -3.456], [0.749, -3.586, -1.254], [1.203, -3.318, -2.957], [0.494, -4.882, -2.451], [3.066, -4.493, -4.176], [2.415, -6.094, -3.708], [4.144, -5.729, -3.477], [-0.834, -1.047, 7.353], [-1.738, -1.856, 6.011], [-0.738, -2.235, 4.959], [-2.591, -0.367, 5.439], [-0.195, -1.789, 7.838], [-0.215, -0.241, 6.954], [-1.544, -0.650, 8.083], [-1.861, 0.398, 5.160], [-3.242, 0.008, 6.233], [-3.196, -0.626, 4.567], [6.943, -4.866, 5.567], [5.441, -5.241, 4.633], [5.254, -4.149, 3.622], [4.293, -4.924, 5.994], [7.802, -4.962, 4.899], [6.898, -3.845, 5.953], [7.047, -5.574, 6.392], [4.413, -3.899, 6.354], [4.484, -5.631, 6.805], [3.273, -5.062, 5.628]], "mulliken_charge": [-0.28, -0.51, -0.54, -0.50, -0.14, -0.57, -0.66, -0.37, 0.37, -0.32, -0.37, -0.51, 0.13, 0.19, 0.25, -0.53, -0.45, 0.30, -0.52, 0.24, 0.18, -0.09, 0.25, 0.25, 0.19, 0.30, 0.26, 0.26, 0.07, 0.16, 0.23, 0.33, 0.36, 0.22, 0.32, 0.33, 0.27, 0.27, 0.34, 0.34, -0.91, 0.54, -0.52, -1.02, 0.27, 0.40, 0.24, 0.28, 0.39, 0.32, -0.73, 0.44, -0.55, -0.95, 0.27, 0.11, 0.41, 0.29, 0.38, 0.31, -0.88, 0.43, -0.51, -0.97, 0.25, 0.27, 0.41, 0.30, 0.37, 0.31, -0.94, 0.41, -0.53, -0.89, 0.32, 0.29, 0.38, 0.29, 0.38, 0.27, -0.95, 0.42, -0.51, -0.93, 0.31, 0.29, 0.38, 0.29, 0.39, 0.30], "e_lumo_ha": -0.0416, "homo_energy_ev": -8.0, "e_tot_ha": -3592.9755}


6.
{"formula": "C2H5N3O2", "method": "wB97M-V/def2-TZVPD", "species": ["N", "C", "N", "C", "O", "N", "O", "H", "H", "H", "H", "H"], "coordinates": [[-0.539, -0.249, -0.471], [0.194, 0.689, 0.560], [-0.679, -1.560, -0.025], [1.467, 0.764, -0.189], [-1.745, 0.351, -0.924], [2.681, 0.705, 0.117], [-0.462, 1.432, 1.239], [-1.986, 0.974, -0.208], [-0.979, -2.143, -0.799], [-1.369, -1.605, 0.723], [2.855, 0.532, 1.112], [0.562, 0.108, -1.134]], "nbo_charge": [-0.10, 0.56, -0.63, -0.08, -0.56, -0.56, -0.53, 0.47, 0.37, 0.35, 0.34, 0.37], "relative_energy_kj_mol": 731.0, "e_lumo_ha": -0.0093, "homo_energy_ev": -8.4, "e_tot_ha": -393.7409}